Entry 1:
Molecular formula: C2H4NO2S
Method: DFT, ωB97M-V with the def2-TZVPD basis set

The value obtained for the maximum force is 0.0843 hartree/bohr. The LUMO energy (spin up / spin down) is 3.88 / 3.45 eV. For the total energy, the calculation gives -18553.8847 eV. As for the HOMO energy (spin up / spin down): -3.198 / -3.807 eV. The gap between HOMO and LUMO (spin up / spin down) is 7.08 / 7.26 eV. The total charge is -1. The calculation puts the energy above the lowest of the compared OMol25 structures with the same formula, charge and spin at 6.678 eV.

Each line ends with the Löwdin charge.
Cartesian coordinates (Å):
1 C 0.0082 0.3998 -0.3139  -0.33
2 C 1.1875 0.4169 0.5558  -0.27
3 N -1.6383 1.2409 0.7872  0.00
4 O 0.4712 -2.0342 -1.1675  -0.52
5 O -1.7490 -1.0462 -1.6984  -0.53
6 S -0.6723 -1.1750 -0.7049  0.57
7 H 1.1704 1.1762 1.4357  0.08
8 H 1.2981 -0.5513 0.9111  0.01
9 H 2.2321 0.7562 0.0714  0.10
10 H -2.3078 0.8167 0.1235  -0.11

Entry 2:
Molecular formula: C32H24I2IrN6O4S
Method: DFT, ωB97M-V with the def2-TZVPD basis set

The value obtained for the maximum force is 0.0264 hartree/bohr. The LUMO energy (spin up / spin down) is -5.27 / -8.15 eV. For the total energy, the calculation gives -80567.2238 eV. As for the HOMO energy (spin up / spin down): -12.331 / -12.331 eV. The spin multiplicity is 2. The gap between HOMO and LUMO (spin up / spin down) is 7.06 / 4.18 eV. The total charge is +2. Its expectation value of S² is 0.78. The calculation puts the energy above the lowest of the compared OMol25 structures with the same formula, charge and spin at 0.054 eV.

Each line ends with the Löwdin charge.
Cartesian coordinates (Å):
1 Ir -1.4858 -0.1044 -0.0056  1.45
2 I -4.4460 -3.9312 -5.9789  1.12
3 C -3.4824 -2.6970 -4.6780  -0.72
4 C -2.6175 -1.7039 -5.1614  -0.20
5 C -1.9706 -0.8739 -4.2860  -0.62
6 I -0.6761 0.5703 -4.9690  1.08
7 C -2.1909 -0.9955 -2.8600  -0.36
8 O -1.5582 -0.2266 -2.0854  -0.17
9 C -3.0817 -2.0329 -2.3846  -0.11
10 C -3.4382 -2.1403 -0.9264  -0.12
11 N -2.2990 -2.0195 0.0294  -0.15
12 C -2.7868 -2.2694 1.4228  -0.08
13 C -2.1273 -1.3838 2.4516  -0.23
14 C -2.3096 -1.5695 3.8067  0.02
15 C -1.6612 -0.7249 4.6944  0.00
16 C -0.8194 0.2623 4.2043  0.00
17 C -0.6826 0.4019 2.8412  -0.07
18 N -1.3439 -0.3947 1.9830  -0.07
19 C -3.6935 -2.8513 -3.2852  -0.08
20 H -2.4585 -1.6035 -6.2261  0.10
21 H -3.9421 -3.0912 -0.7432  0.14
22 H -4.1313 -1.3369 -0.6722  0.13
23 H -1.5845 -2.7018 -0.2180  0.14
24 H -2.6435 -3.3214 1.6733  0.15
25 H -3.8610 -2.0795 1.4402  0.14
26 H -2.9478 -2.3686 4.1592  0.14
27 H -1.8027 -0.8459 5.7598  0.13
28 H -0.2856 0.9332 4.8613  0.13
29 H -0.0433 1.1548 2.4085  0.11
30 H -4.3640 -3.6299 -2.9433  0.11
31 O -0.5517 3.4603 2.1048  -0.27
32 S -1.0356 3.4800 0.7588  0.69
33 O -0.1854 3.9258 -0.2946  -0.25
34 N -1.6191 1.9537 0.3825  -0.17
35 C -2.9364 1.9213 0.2660  -0.46
36 O -3.4010 0.7499 0.0233  -0.08
37 C -3.6105 3.2131 0.4171  -0.13
38 C -4.9509 3.5347 0.3189  0.02
39 C -5.3111 4.8662 0.4969  -0.03
40 C -4.3527 5.8365 0.7656  -0.02
41 C -3.0001 5.5138 0.8673  0.00
42 C -2.6586 4.1938 0.6864  -0.20
43 H -5.6912 2.7752 0.1074  0.13
44 H -6.3509 5.1532 0.4252  0.12
45 H -4.6602 6.8652 0.8955  0.12
46 H -2.2561 6.2710 1.0728  0.14
47 N 5.6063 -0.0423 -0.8502  0.18
48 C 6.8706 -0.4713 -0.5115  -0.18
49 C 8.1415 -0.0566 -0.9133  -0.01
50 C 9.2024 -0.7373 -0.3643  -0.06
51 C 9.0202 -1.7953 0.5538  -0.07
52 C 7.7679 -2.1975 0.9453  0.00
53 C 6.6719 -1.5179 0.3983  -0.21
54 N 5.3244 -1.7141 0.6054  0.19
55 C 4.7290 -0.8255 -0.1461  -0.29
56 C 3.2801 -0.7149 -0.2104  -0.09
57 C 2.5092 -1.5741 0.5800  0.03
58 C 1.1440 -1.4672 0.5607  -0.10
59 N 0.4912 -0.5690 -0.2059  -0.12
60 C 1.2248 0.2428 -0.9898  -0.09
61 C 2.5990 0.1967 -1.0178  0.03
62 H 5.3905 0.7112 -1.4782  0.16
63 H 8.2895 0.7548 -1.6127  0.11
64 H 10.2093 -0.4578 -0.6433  0.11
65 H 9.8929 -2.2938 0.9524  0.11
66 H 7.6193 -3.0075 1.6457  0.12
67 H 3.0016 -2.3075 1.2023  0.13
68 H 0.5312 -2.1212 1.1670  0.11
69 H 0.6722 0.9388 -1.6070  0.11
70 H 3.1176 0.8881 -1.6666  0.12